1.
{
  "formula": "C8H12S",
  "method": "ωB97M-V/def2-TZVPD",
  "e_above_lowest_kj_mol": 443.96,
  "gap_ha": [0.247, 0.242],
  "lumo_ev": [-0.307, -0.244],
  "symbols": ["C", "C", "C", "C", "C", "C", "C", "C", "S", "H", "H", "H", "H", "H", "H", "H", "H", "H", "H", "H", "H"],
  "coordinates": [[-1.461, -1.404, 0.393], [-0.471, -0.525, 0.661], [0.807, -0.896, 0.322], [-2.726, -1.040, 0.025], [1.935, -0.108, 0.298], [2.071, 1.264, 0.823], [3.197, -0.836, -0.088], [-4.841, 0.454, -0.854], [-3.641, 0.206, 0.547], [-1.148, -2.364, 0.215], [-0.646, 0.473, 0.664], [1.123, -1.869, -0.032], [1.122, 1.883, 1.121], [2.730, 1.818, 0.200], [2.558, 1.206, 1.789], [3.939, -0.147, 0.001], [3.318, -1.198, -1.215], [3.239, -1.696, 0.562], [-5.875, 0.358, -0.486], [-4.633, -0.185, -1.614], [-4.704, 1.506, -1.134]],
  "atomic_forces_ev_per_a": [[-0.8, 1.2, 1.3], [-0.6, -1.8, -0.8], [4.6, 0.8, -0.3], [-1.3, 0.3, -1.0], [-2.1, -1.6, -0.2], [-1.9, 1.0, 1.3], [-1.7, -1.2, -2.6], [-0.7, 2.4, 3.1], [-0.3, -0.1, -0.4], [0.5, -2.5, -0.4], [-0.8, 3.0, 0.6], [-1.1, -0.6, 0.1], [1.4, -1.3, -1.2], [0.4, 0.9, -0.6], [0.5, -0.1, 0.4], [2.8, 1.4, 0.7], [-0.8, 0.7, 2.2], [0.7, -0.2, 0.1], [0.4, -0.2, -0.1], [0.7, -1.9, -2.1], [0.0, -0.3, -0.2]]
}

---

2.
{
  "formula": "C27H37ClN2O2Si2TcTe",
  "method": "ωB97M-V/def2-TZVPD",
  "spin_multiplicity": 2,
  "e_above_lowest_kj_mol": 0.00,
  "gap_ha": [0.270, 0.251],
  "charge": 2,
  "lumo_ev": [-6.785, -7.104],
  "s2": 0.755,
  "symbols": ["Tc", "C", "N", "C", "C", "C", "C", "C", "N", "C", "C", "C", "C", "C", "C", "H", "H", "H", "H", "H", "H", "H", "H", "H", "H", "H", "Cl", "C", "C", "C", "C", "C", "C", "C", "O", "O", "H", "H", "H", "H", "C", "Si", "C", "C", "C", "Te", "C", "Si", "C", "C", "C", "H", "H", "H", "H", "H", "H", "H", "H", "H", "H", "H", "H", "H", "H", "H", "H", "H", "H", "H", "H", "H", "H"],
  "coordinates": [[0.112, -0.414, 0.484], [2.652, 0.052, -1.230], [1.253, 0.526, -1.012], [0.854, 1.502, -1.720], [-1.063, 2.061, -0.398], [-2.360, 2.812, -0.567], [-3.361, 1.945, -0.430], [-2.768, 0.634, -0.185], [-1.484, 0.662, -0.169], [3.399, 0.681, -2.370], [4.258, 1.751, -2.140], [4.936, 2.343, -3.197], [4.755, 1.869, -4.488], [3.901, 0.798, -4.724], [3.227, 0.205, -3.667], [2.582, -1.022, -1.362], [3.171, 0.234, -0.288], [1.443, 1.915, -2.532], [-2.433, 3.862, -0.795], [-4.420, 2.136, -0.501], [-3.313, -0.288, -0.023], [4.410, 2.115, -1.129], [5.612, 3.167, -3.011], [5.287, 2.326, -5.311], [3.771, 0.419, -5.728], [2.572, -0.640, -3.853], [1.081, 8.044, 2.305], [0.715, 6.437, 1.862], [0.927, 5.407, 2.779], [0.636, 4.112, 2.419], [0.101, 3.831, 1.151], [-0.097, 4.879, 0.239], [0.217, 6.174, 0.587], [-0.160, 2.454, 0.810], [0.345, 1.508, 1.430], [-0.308, 2.160, -1.596], [1.317, 5.639, 3.760], [0.799, 3.304, 3.118], [-0.444, 4.685, -0.767], [0.087, 6.986, -0.114], [-1.864, -1.265, 2.643], [-2.193, -3.082, 2.228], [-0.886, -4.051, 3.140], [-3.896, -3.534, 2.822], [-2.194, -3.306, 0.344], [-0.444, -2.767, -0.757], [0.831, -4.233, 0.117], [2.600, -3.634, 0.390], [3.421, -3.416, -1.276], [3.531, -4.878, 1.408], [2.424, -2.018, 1.377], [-1.577, -1.191, 3.695], [-2.716, -0.602, 2.488], [-1.015, -0.781, 2.119], [-1.070, -3.921, 4.210], [0.127, -3.689, 2.950], [-0.922, -5.122, 2.935], [-4.002, -3.338, 3.891], [-4.093, -4.596, 2.663], [-4.676, -2.974, 2.300], [-2.993, -2.700, -0.092], [-2.422, -4.335, 0.057], [0.777, -5.121, -0.513], [0.382, -4.473, 1.077], [3.664, -4.401, -1.680], [4.359, -2.861, -1.196], [2.800, -2.923, -2.028], [3.606, -5.828, 0.877], [3.046, -5.066, 2.368], [4.547, -4.533, 1.612], [1.716, -1.312, 0.893], [3.370, -1.484, 1.479], [2.048, -2.219, 2.382]],
  "atomic_forces_ev_per_a": [[-0.5, -0.1, -0.4], [0.1, 0.0, 0.0], [0.0, -0.1, 0.1], [0.0, 0.1, -0.1], [-0.1, 0.0, 0.1], [0.0, 0.0, 0.0], [0.0, 0.2, -0.1], [0.1, -0.3, 0.0], [-0.1, 0.4, 0.2], [0.0, 0.0, 0.0], [0.0, 0.0, 0.0], [0.0, 0.0, 0.0], [0.0, 0.0, 0.0], [0.0, 0.0, 0.0], [0.0, 0.0, 0.0], [0.0, 0.0, 0.0], [0.0, 0.0, 0.0], [0.0, 0.0, 0.0], [0.0, 0.0, 0.0], [0.0, 0.0, 0.0], [0.0, 0.0, 0.0], [0.0, 0.0, 0.0], [0.0, 0.0, 0.0], [0.0, 0.0, 0.0], [0.0, 0.0, 0.0], [0.0, 0.0, 0.0], [0.0, 0.0, 0.0], [0.0, -0.1, 0.0], [0.0, 0.0, 0.0], [0.0, 0.0, 0.0], [0.0, 0.0, 0.0], [0.0, 0.0, 0.0], [0.0, 0.0, 0.0], [0.0, -0.1, 0.0], [0.0, 0.0, 0.0], [0.0, 0.0, 0.0], [0.0, 0.0, 0.0], [0.0, 0.0, 0.0], [0.0, 0.0, 0.0], [0.0, 0.0, 0.0], [0.0, 0.0, -0.1], [0.0, 0.0, 0.0], [0.0, 0.0, 0.0], [0.0, 0.0, 0.0], [0.0, 0.0, 0.0], [0.0, 0.0, 0.1], [0.1, 0.1, 0.0], [-0.1, -0.1, -0.2], [0.0, 0.1, 0.1], [0.0, 0.1, 0.1], [0.0, -0.1, 0.3], [0.0, 0.0, 0.0], [0.0, 0.0, 0.0], [0.1, 0.0, 0.1], [0.0, 0.0, 0.0], [0.0, 0.0, 0.0], [0.0, 0.0, 0.0], [0.0, 0.0, 0.0], [0.0, 0.0, 0.0], [0.0, 0.0, 0.0], [0.0, 0.0, 0.0], [0.0, 0.0, 0.0], [0.0, 0.0, -0.1], [0.0, -0.1, 0.0], [0.0, 0.0, 0.0], [0.0, 0.0, 0.0], [0.0, 0.0, 0.0], [0.0, 0.0, 0.0], [0.0, 0.0, 0.0], [0.0, 0.0, 0.0], [0.6, -0.1, -0.1], [-0.1, 0.1, 0.0], [0.0, 0.0, 0.0]]
}

---

3.
{
  "formula": "C5H4BrO3",
  "method": "ωB97M-V/def2-TZVPD",
  "e_above_lowest_kj_mol": 52.41,
  "gap_ha": 0.247,
  "charge": -1,
  "lumo_ev": 3.622,
  "symbols": ["C", "C", "C", "C", "C", "O", "O", "O", "Br", "H", "H", "H", "H"],
  "coordinates": [[-0.843, -0.212, -1.535], [-0.006, -1.231, -1.285], [1.595, 0.690, 1.752], [-0.701, 0.715, -0.315], [-0.098, -0.246, 0.722], [1.715, 0.067, 2.756], [1.846, 1.612, 1.016], [0.331, -1.393, 0.009], [-1.460, -0.959, 2.009], [-1.242, 0.215, -2.521], [0.297, -2.004, -2.071], [0.056, 1.461, -0.432], [-1.490, 1.285, -0.104]],
  "atomic_forces_ev_per_a": [[0.7, 2.1, -0.8], [-1.4, -1.2, -2.2], [-2.3, -0.3, -1.2], [2.5, -3.3, -1.0], [0.7, 1.3, 1.2], [0.8, 0.3, 0.2], [0.5, -0.5, 0.7], [0.9, 0.0, -0.7], [-0.3, 0.0, 0.1], [0.8, -1.2, 1.4], [-0.2, 0.9, 1.7], [1.0, 0.4, -0.7], [-3.7, 1.6, 1.5]]
}

---

no.,energy (eV)
1,-19321.047
2,-73430.387
3,-81434.215